Entry 1:
Entry from the OMol25 dataset: a molecular structure, C38H28BrCl2IN6O4PmS2 at a distorted geometry (ωB97M-V/def2-TZVPD).

Geometry as XYZ:
```
83
C38H28BrCl2IN6O4PmS2 (ωB97M-V/def2-TZVPD)
Pm 0.1980 -0.4024 1.6476
C 1.3552 3.4549 -0.4163
C 2.2691 2.3039 -0.7073
N 2.9816 2.3378 -1.8097
C 3.8349 1.3329 -2.0828
C 4.0167 0.2510 -1.2641
C 5.0264 -0.8006 -1.6327
O 4.3783 -2.0602 -1.7828
C 3.2500 0.1601 -0.0786
C 3.4330 -0.9368 0.8386
N 2.6860 -1.1069 1.8651
C 2.8928 -2.1381 2.7840
C 3.3179 -3.4267 2.4505
C 3.4030 -4.4134 3.4160
C 3.0882 -4.1353 4.7392
C 2.6698 -2.8619 5.0964
C 2.5610 -1.8930 4.1180
I 1.7763 0.0163 4.6049
C 2.3393 1.2131 0.2315
O 1.6392 1.2294 1.3120
H 1.3876 4.1522 -1.2502
H 1.6629 3.9614 0.5019
H 0.3392 3.0913 -0.2651
H 4.3970 1.4350 -3.0059
H 5.8002 -0.8601 -0.8560
H 5.5157 -0.5040 -2.5662
H 5.0349 -2.7508 -1.9055
H 4.2596 -1.6215 0.6429
H 3.5067 -3.6595 1.4107
H 3.6771 -5.4183 3.1222
H 3.1297 -4.9160 5.4872
H 2.4036 -2.6260 6.1172
C -5.3379 0.6104 2.7854
C -4.0023 1.2763 2.9536
C -3.8787 2.6380 3.1958
C -2.6212 3.2066 3.2892
C -1.5248 2.3798 3.1225
Br 0.2035 3.1363 3.2353
N -1.6067 1.0750 2.9026
C -2.8314 0.5404 2.8313
H -6.1383 1.2099 3.2172
H -5.3467 -0.3768 3.2462
H -5.5476 0.4785 1.7217
H -4.7632 3.2513 3.3217
H -2.4775 4.2583 3.4857
H -2.8694 -0.5317 2.6737
S 0.6959 -2.9790 0.5400
C 0.1930 -4.0587 1.8067
C 0.5543 -5.4210 1.5869
N 0.9047 -6.5049 1.4063
C -0.4431 -3.7398 2.9755
S -0.8483 -2.1446 3.5638
C -0.8095 -4.7958 3.8597
N -1.1405 -5.6308 4.5833
Cl -0.1800 3.1513 -3.8389
C -1.9100 3.1899 -3.7159
C -2.4668 4.3789 -3.2768
C -3.8382 4.5423 -3.1982
C -4.6652 3.4988 -3.5691
C -4.1080 2.3097 -3.9925
Cl -5.1817 1.0041 -4.4243
C -2.7213 2.0861 -4.0734
N -2.2743 0.8635 -4.5368
C -1.0804 0.1826 -4.1237
C -0.1652 -0.1706 -5.1036
C 1.0027 -0.8312 -4.7645
C 1.2586 -1.1305 -3.4366
C 0.3295 -0.7966 -2.4644
C -0.8641 -0.1642 -2.7848
C -1.9417 0.1070 -1.7548
C -1.4400 0.0883 -0.3190
O -1.6814 -0.9062 0.4098
O -0.7902 1.0784 0.1116
H -1.7988 5.1868 -3.0109
H -4.2590 5.4787 -2.8583
H -5.7412 3.5942 -3.5242
H -3.0250 0.2422 -4.7892
H -0.3737 0.1063 -6.1297
H 1.7129 -1.1042 -5.5351
H 2.1702 -1.6360 -3.1492
H 0.5375 -1.0796 -1.4429
H -2.7246 -0.6477 -1.8533
H -2.3755 1.0922 -1.9187
```

Summary:
LUMO level (alpha / beta) = 2.0 / 2.0 eV
total charge = -1
energy above the lowest of the compared OMol25 structures with the same formula, charge and spin = 0.000 eV
2S+1 = 5
HOMO level (alpha / beta) = -4.12 / -4.13 eV

Here are the Mulliken charges for atoms 1 to 2, given in e: -0.091, -0.948

***

Entry 2:
Entry from the OMol25 dataset: 2 unconnected molecules or ions with the total composition C6H11O3P at a distorted geometry (ωB97M-V/def2-TZVPD).

Geometry as XYZ:
```
21
C6H11O3P (ωB97M-V/def2-TZVPD)
C -2.2369 1.7859 0.4519
C -0.7911 -1.3052 -1.2445
C -2.2864 0.5854 -0.1881
C -1.1860 -0.2652 -0.5600
C 0.6673 -1.3477 2.2645
C 2.0379 0.3817 -1.7702
O 1.3996 2.0628 0.6561
O 1.1733 -0.0941 1.9368
O 2.0818 -0.1346 -0.3670
P 1.0019 0.6510 0.5648
H -3.1030 2.3835 0.4430
H -1.2556 2.2549 0.5029
H 0.1368 -1.7242 -1.3206
H -1.5492 -1.7105 -2.0012
H -3.2629 -0.0424 -0.1562
H 1.4964 -1.9270 2.6541
H 0.0279 -1.7900 1.3772
H -0.1571 -1.3406 3.1160
H 2.7256 1.2482 -1.8603
H 0.9684 0.7666 -2.0204
H 2.1115 -0.4387 -2.4786
```

Summary:
LUMO level (alpha / beta) = 0.4 / -2.5 eV
total charge = 0
energy above the lowest of the compared OMol25 structures with the same formula, charge and spin = 1.159 eV
2S+1 = 3
HOMO level (alpha / beta) = -6.54 / -9.54 eV

Here are the Mulliken charges for atoms 1 to 2, given in e: -0.801, -0.667

***

Entry 3:
Entry from the OMol25 dataset: a single C5H10O2 molecule (ωB97M-V/def2-TZVPD).

Geometry as XYZ:
```
17
C5H10O2 (ωB97M-V/def2-TZVPD)
C 0.0576 2.3964 0.4968
C 0.5405 1.1328 -0.2158
C -0.3287 -0.1127 0.0349
O -1.2584 -0.2981 -1.0293
C 0.4949 -1.3944 0.2365
C -0.3992 -2.5904 0.0038
O -0.2167 -3.3998 -0.8734
H 0.4734 3.2945 0.0295
H -1.0332 2.4743 0.4520
H 0.3527 2.4063 1.5522
H 0.4965 1.2879 -1.2991
H 1.5923 0.9397 0.0289
H -0.9663 0.0407 0.9143
H -0.7704 -0.6354 -1.7962
H 0.9085 -1.4221 1.2546
H 1.3306 -1.4490 -0.4720
H -1.2741 -2.6707 0.6823
```

Summary:
LUMO level = 1.0 eV
structure (SMILES) = CC[C@@H](O)CC=O
total charge = 0
energy above the lowest of the compared OMol25 structures with the same formula, charge and spin = 1.472 eV
HOMO level = -9.85 eV

Here are the Mulliken charges for atoms 1 to 2, given in e: -1.274, -0.392

***

Entry 4:
Entry from the OMol25 dataset: a single C3H8N2OS molecule at a distorted geometry (ωB97M-V/def2-TZVPD).

Geometry as XYZ:
```
15
C3H8N2OS (ωB97M-V/def2-TZVPD)
H 2.1880 2.0045 -0.1566
N 1.1854 2.0411 -0.0309
C 0.6623 0.8947 -0.0119
C 1.2889 -0.5009 -0.0622
S 3.0779 -0.5881 -0.0589
N -0.7653 0.8367 -0.1087
O -1.3359 -0.2531 0.5655
C -2.3579 -0.7757 -0.2303
H 0.9634 -1.0754 -0.9177
H 0.9617 -0.9583 0.8260
H 3.2615 -0.4649 1.2763
H -1.2194 1.7294 0.2181
H -2.6333 -1.8143 0.1881
H -3.2565 -0.1360 -0.2535
H -2.0206 -0.9398 -1.2434
```

Summary:
LUMO level = 0.8 eV
structure (SMILES) = [H]/N=C(\CS)NOC
total charge = 0
energy above the lowest of the compared OMol25 structures with the same formula, charge and spin = 3.083 eV
HOMO level = -9.41 eV

Here are the Mulliken charges for atoms 1 to 2, given in e: 0.264, -0.716